No. 1
Entry from OMol25: a cluster of 2 separate species, C11H6FIO8 in total in a non-equilibrium geometry (wB97M-V/def2-TZVPD).

CARTESIAN COORDINATES (ANGSTROEM)
O  1.274  -1.296  -0.932
C  0.382  -1.501  -1.941
I  0.428  -3.440  -2.973
C  -0.626  -0.250  -2.270
C  -2.223  -0.586  -2.099
F  -2.808  0.717  -1.608
C  -2.727  -1.644  -0.952
O  -3.762  -2.497  -1.591
C  -4.232  -1.610  -2.704
O  -5.491  -1.395  -3.108
O  -2.954  -1.084  -3.278
H  -0.336  0.695  -1.602
H  -0.478  0.080  -3.405
H  -3.401  -0.972  -0.236
H  -1.960  -2.130  -0.213
C  2.172  0.345  1.561
C  1.031  0.851  2.059
C  1.250  2.053  2.972
O  0.341  2.717  3.480
C  2.647  2.456  3.282
C  3.790  1.941  2.794
C  3.566  0.807  1.797
O  4.468  0.241  1.172
O  4.982  2.285  3.059
O  -0.157  0.454  1.855
H  2.117  -0.507  0.891
H  2.706  3.272  3.992

Calculated values
Highest occupied orbital energy   0.26 eV
Multiplicity   1
HOMO-LUMO gap   2.88 eV
Charge   -2

Results of the Löwdin charge analysis, in e, for atoms 1 through 2: -0.088 -0.654


No. 2
Entry from OMol25: the molecule C11H7BrF3NO4 in a non-equilibrium geometry (wB97M-V/def2-TZVPD).

CARTESIAN COORDINATES (ANGSTROEM)
O  -1.404  -3.639  -0.231
C  -2.246  -2.779  -0.171
O  -3.358  -2.799  -0.911
C  -2.137  -1.594  0.705
C  -2.979  -0.564  0.649
C  -2.906  0.606  1.561
O  -3.867  1.014  2.168
N  -1.672  1.179  1.741
C  -0.458  0.879  1.117
C  0.669  0.631  1.896
C  1.897  0.329  1.334
C  2.006  0.271  -0.046
O  3.179  -0.035  -0.741
C  4.305  -0.263  -0.088
F  4.254  -1.315  0.745
F  5.266  -0.509  -0.966
F  4.717  0.772  0.665
C  0.910  0.544  -0.851
C  -0.304  0.860  -0.272
Br  -1.741  1.332  -1.414
H  -3.372  -3.589  -1.474
H  -1.292  -1.624  1.378
H  -3.840  -0.590  -0.005
H  -1.635  1.833  2.514
H  0.576  0.669  2.971
H  2.736  0.140  1.983
H  1.025  0.524  -1.922

Calculated values
Highest occupied orbital energy   -9.37 eV
Multiplicity   1
Structure (SMILES)   O=C(O)/C=C/C(=O)Nc1ccc(OC(F)(F)F)cc1Br
HOMO-LUMO gap   9.18 eV

Results of the Löwdin charge analysis, in e, for atoms 1 through 2: 0.110 -0.529


No. 3
Entry from OMol25: a structure of composition C11H7Cl5IrN2O2SSeSi (wB97M-V/def2-TZVPD).

CARTESIAN COORDINATES (ANGSTROEM)
Ir  0.817  -0.567  -0.638
Cl  2.991  -0.005  0.068
C  2.744  0.924  1.543
C  3.860  1.503  2.115
C  3.696  2.233  3.278
C  2.431  2.364  3.835
C  1.340  1.772  3.226
Cl  -0.221  1.959  3.947
C  1.462  1.027  2.044
S  0.052  0.310  1.289
H  4.832  1.384  1.656
H  4.548  2.700  3.751
H  2.282  2.930  4.743
Cl  -1.515  1.852  -1.781
Si  0.472  1.383  -1.684
Cl  1.122  1.187  -3.639
Cl  1.458  2.990  -0.909
Se  -3.784  0.878  1.339
C  -5.363  0.099  0.920
N  -6.372  -0.397  0.651
O  -2.911  -1.238  -0.470
C  -2.173  -1.690  -1.303
C  -2.489  -2.686  -2.421
C  -1.142  -2.987  -3.109
C  -0.209  -2.085  -2.363
O  1.024  -1.884  -2.419
N  -0.827  -1.382  -1.414
H  -3.211  -2.232  -3.098
H  -2.957  -3.567  -1.985
H  -1.128  -2.750  -4.172
H  -0.826  -4.024  -3.000

Calculated values
Highest occupied orbital energy (alpha / beta)   -8.46 / -8.46 eV
Multiplicity   2
Energy above the lowest of the compared OMol25 structures with the same formula, charge and spin   8.5 kcal/mol
HOMO-LUMO gap (alpha / beta)   7.83 / 6.22 eV
<S²>   0.759

Results of the Löwdin charge analysis, in e, for atoms 1 through 2: 0.653 0.717


No. 4
Entry from OMol25: a structure of composition C11H7ClCrN6O6S2 in a non-equilibrium geometry (wB97M-V/def2-TZVPD).

CARTESIAN COORDINATES (ANGSTROEM)
Cr  0.915  0.080  0.334
N  -3.034  0.590  -0.691
C  -3.328  0.633  0.665
C  -2.147  0.436  1.306
N  -1.161  0.266  0.365
C  -1.720  0.376  -0.810
C  -0.856  0.206  -1.973
N  0.413  -0.038  -1.752
C  1.010  -0.174  -2.983
C  0.069  -0.023  -3.950
N  -1.125  0.218  -3.286
H  -3.682  0.767  -1.438
H  -4.322  0.817  1.031
H  -1.923  0.403  2.358
H  2.067  -0.337  -3.078
H  0.129  -0.048  -5.023
H  -2.003  0.445  -3.716
O  0.925  4.453  0.302
Cl  0.203  3.218  0.280
O  -0.926  3.232  1.178
O  -0.223  2.860  -1.060
O  1.160  2.144  0.750
S  0.940  -0.400  2.656
C  0.768  -2.054  2.186
S  0.772  -2.280  0.473
C  0.636  -3.096  3.078
C  0.602  -2.860  4.494
N  0.577  -2.669  5.631
C  0.495  -4.449  2.617
N  0.379  -5.532  2.239
O  3.243  1.392  -1.531
C  3.604  0.713  -0.584
O  2.881  -0.001  0.221
H  4.662  0.715  -0.289

Calculated values
Highest occupied orbital energy (alpha / beta)   -5.06 / -5.18 eV
Multiplicity   4
Energy above the lowest of the compared OMol25 structures with the same formula, charge and spin   3.6 kcal/mol
HOMO-LUMO gap (alpha / beta)   6.73 / 6.85 eV
Charge   -1
<S²>   3.816

Results of the Löwdin charge analysis, in e, for atoms 1 through 2: 0.437 0.135


No. 5
Entry from OMol25: a structure of composition C11H7N2O6Y in a non-equilibrium geometry (wB97M-V/def2-TZVPD).

CARTESIAN COORDINATES (ANGSTROEM)
O  3.751  -2.249  -5.156
C  2.963  -1.430  -5.007
Y  -0.082  0.856  -1.759
C  -1.986  2.398  -0.773
O  -2.629  3.296  -0.427
C  -1.194  2.911  -3.121
O  -1.108  3.451  -4.122
C  -2.669  0.502  -2.513
O  -3.697  0.327  -2.994
C  -0.045  3.734  -1.633
O  0.539  4.712  -1.656
H  0.245  -0.837  -3.250
N  0.663  -3.567  3.213
C  0.316  -3.018  2.010
O  0.077  -3.709  1.024
C  0.279  -1.522  1.938
C  0.596  -0.648  2.991
C  0.572  0.725  2.746
C  0.318  1.209  1.466
N  0.126  0.356  0.421
C  -0.014  -0.984  0.680
H  0.634  -4.575  3.279
H  0.798  -3.041  4.059
H  0.861  -1.030  3.980
H  0.768  1.449  3.535
H  0.254  2.277  1.243
H  -0.336  -1.594  -0.173

Calculated values
Highest occupied orbital energy   -16.00 eV
Multiplicity   1
Energy above the lowest of the compared OMol25 structures with the same formula, charge and spin   0.0 kcal/mol
HOMO-LUMO gap   6.80 eV
Charge   +2

Results of the Löwdin charge analysis, in e, for atoms 1 through 2: 0.018 -0.027


No. 6
Entry from OMol25: the molecule C11H7N3O2S in a non-equilibrium geometry (wB97M-V/def2-TZVPD).

CARTESIAN COORDINATES (ANGSTROEM)
O  -2.813  3.424  -2.804
C  -1.924  3.100  -2.007
N  -1.353  3.925  -1.090
C  -0.651  3.376  -0.096
O  -0.058  4.084  0.674
C  -0.405  1.975  -0.012
S  0.392  1.027  1.136
C  0.087  -0.461  0.273
C  0.677  -1.723  0.701
C  1.126  -2.807  -0.130
C  1.950  -3.744  0.564
N  2.352  -3.811  1.807
C  1.816  -2.842  2.567
C  0.982  -1.842  2.081
C  -0.630  -0.216  -0.857
C  -0.839  1.217  -1.057
N  -1.655  1.772  -2.038
H  -1.862  4.761  -0.848
H  0.996  -2.769  -1.189
H  2.293  -4.673  0.105
H  2.147  -2.917  3.545
H  0.680  -1.044  2.777
H  -0.949  -1.015  -1.671
H  -2.359  1.203  -2.432

Calculated values
Highest occupied orbital energy   -9.00 eV
Multiplicity   1
Energy above the lowest of the compared OMol25 structures with the same formula, charge and spin   25.1 kcal/mol
Structure (SMILES)   O=c1[nH]c(=O)c2sc(-c3ccncc3)cc2[nH]1
HOMO-LUMO gap   8.28 eV

Results of the Löwdin charge analysis, in e, for atoms 1 through 2: 0.050 -0.488


No. 7
Entry from OMol25: the molecule C11H7N7 in a non-equilibrium geometry (wB97M-V/def2-TZVPD).

CARTESIAN COORDINATES (ANGSTROEM)
N  4.232  -4.345  1.704
N  2.447  -2.593  1.416
N  0.918  -2.554  -2.440
N  0.555  -0.481  0.521
N  2.222  -3.530  -0.706
N  3.376  -3.549  1.607
C  1.742  -3.551  -1.961
C  -0.326  0.213  -0.270
C  1.869  -2.642  0.179
C  -0.414  -0.545  -1.557
C  0.551  -1.553  -1.510
C  -2.203  3.868  1.083
C  -2.674  3.236  -0.101
C  -1.267  3.284  1.879
C  -2.139  1.968  -0.426
C  -0.614  2.095  1.474
C  -1.010  1.405  0.254
N  1.044  -1.559  -0.216
H  2.138  -4.276  -2.677
H  -1.006  -0.256  -2.371
H  -2.735  4.789  1.345
H  -3.461  3.712  -0.730
H  -1.067  3.793  2.769
H  -2.406  1.423  -1.322
H  0.227  1.647  2.055

Calculated values
Highest occupied orbital energy   -8.62 eV
Multiplicity   1
Energy above the lowest of the compared OMol25 structures with the same formula, charge and spin   0.0 kcal/mol
HOMO-LUMO gap   7.82 eV

Results of the Löwdin charge analysis, in e, for atoms 1 through 2: 0.281 0.127


No. 8
Entry from OMol25: a cluster of 2 separate species, C11H7O7S2 in total in a non-equilibrium geometry (wB97M-V/def2-TZVPD).

CARTESIAN COORDINATES (ANGSTROEM)
C  -2.093  -2.868  1.108
C  -1.678  -3.621  2.146
C  -1.589  -5.022  1.719
O  -1.223  -6.028  2.281
O  -2.058  -5.062  0.388
C  -2.444  -3.770  -0.001
O  -2.977  -3.565  -1.062
H  -2.264  -1.805  1.059
H  -1.463  -3.325  3.157
C  2.536  3.939  -0.605
C  2.125  3.040  0.375
C  1.217  2.037  0.042
C  0.721  1.937  -1.236
C  1.119  2.838  -2.222
C  2.033  3.838  -1.902
S  -0.420  0.558  -1.490
O  -1.737  1.122  -1.681
O  0.175  -0.312  -2.483
C  -0.275  -0.136  0.054
S  0.616  0.772  1.182
O  1.768  0.019  1.630
O  -0.262  1.429  2.124
H  3.251  4.720  -0.357
H  2.501  3.105  1.390
H  0.713  2.747  -3.223
H  2.355  4.541  -2.666
H  -0.649  -1.125  0.272

Calculated values
Highest occupied orbital energy   -4.11 eV
Multiplicity   1
Energy above the lowest of the compared OMol25 structures with the same formula, charge and spin   3.3 kcal/mol
HOMO-LUMO gap   5.21 eV
Charge   -1

Results of the Löwdin charge analysis, in e, for atoms 1 through 2: 0.062 0.072